# 1
Below is a molecular structure, C4H6InO3 in a non-equilibrium geometry, with properties calculated with ωB97M-V with the def2-TZVPD basis set.

Gap between HOMO and LUMO (alpha / beta): 6.5 / 5.5 eV
Multiplicity: 2
Expectation value of S²: 1.77
Relative energy (zero: lowest compared OMol25 entry of this formula, charge and spin): 44.11 kJ/mol
HOMO energy (alpha / beta): -29.99 / -28.86 eV
Charge: +4

Geometry (Å):
In1 31.962 -27.150 -10.701
C1 34.741 -20.499 -12.459
C2 34.138 -21.747 -13.038
C3 35.163 -22.744 -13.382
O1 34.514 -23.941 -13.129
C4 33.508 -23.694 -12.254
O2 32.826 -24.607 -11.785
O3 33.358 -22.411 -12.064
H1 35.461 -20.664 -11.657
H2 33.924 -19.996 -11.941
H3 35.113 -19.864 -13.263
H4 33.494 -21.458 -13.868
H5 36.039 -22.716 -12.734
H6 35.466 -22.565 -14.414

Cartesian forces (eV/Å) of the 3 atoms listed first:
-0.4 -0.5 0.2
-1.1 -0.9 -4.5
1.5 2.5 3.7



# 2
Below is C3H3N3O in the gas phase in a non-equilibrium geometry, with properties calculated with ωB97M-V with the def2-TZVPD basis set.

Gap between HOMO and LUMO: 9.7 eV
Relative energy (zero: lowest compared OMol25 entry of this formula, charge and spin): 270.99 kJ/mol
HOMO energy: -9.76 eV

Geometry (Å):
C1 0.577 -0.070 -0.080
C2 -0.069 1.084 -0.086
C3 -0.247 -1.199 0.013
H1 2.483 0.604 0.077
H2 0.426 2.032 -0.105
H3 0.131 -2.150 0.272
N1 -1.476 1.092 0.066
N2 -2.157 0.005 -0.022
N3 -1.594 -1.156 -0.111
O1 1.924 -0.242 -0.024

Cartesian forces (eV/Å) of the 3 atoms listed first:
1.1 -2.0 0.6
-3.9 1.3 0.5
-1.3 0.4 -0.3



# 3
Below is 15 unconnected molecules or ions with the total composition H30O15 in a non-equilibrium geometry, with properties calculated with ωB97M-V with the def2-TZVPD basis set.

Gap between HOMO and LUMO: 7.5 eV
Relative energy (zero: lowest compared OMol25 entry of this formula, charge and spin): 1131.82 kJ/mol
HOMO energy: -7.97 eV

Geometry (Å):
H1 -1.063 -0.545 0.374
H2 -0.378 0.553 1.234
H3 2.303 -3.356 -1.378
H4 2.529 -2.299 -0.345
H5 2.084 -0.044 1.726
H6 2.575 -1.056 0.894
H7 1.107 3.823 1.410
H8 0.219 4.186 0.204
H9 1.095 -1.943 -2.615
H10 1.425 -2.956 -3.619
H11 3.441 -0.354 3.268
H12 2.496 -1.461 2.819
H13 3.456 0.634 -0.517
H14 3.239 1.754 0.334
H15 -2.340 -2.140 0.585
H16 -2.430 -2.769 1.965
H17 1.026 3.130 -2.330
H18 0.555 1.874 -2.757
H19 -0.987 0.726 -3.170
H20 -1.112 -0.824 -3.197
H21 -3.652 0.529 1.453
H22 -4.386 -0.715 0.885
H23 -3.532 1.157 4.815
H24 -2.749 0.875 3.437
H25 -2.580 2.661 -0.868
H26 -3.653 2.089 -1.575
H27 -3.763 1.028 -2.801
H28 -2.986 2.227 -3.033
H29 4.096 -2.187 1.612
H30 3.521 -3.222 0.669
O1 -0.475 -0.407 1.044
O2 1.911 -2.555 -1.084
O3 2.537 -0.095 0.963
O4 0.229 3.731 0.989
O5 1.137 -2.841 -2.696
O6 2.982 -1.173 3.558
O7 3.764 1.045 0.288
O8 -2.930 -2.628 1.199
O9 1.334 2.342 -2.870
O10 -0.539 -0.043 -3.002
O11 -3.512 -0.339 1.023
O12 -3.508 1.264 3.802
O13 -2.876 1.815 -1.057
O14 -2.936 1.259 -3.144
O15 3.327 -2.749 1.508

Cartesian forces (eV/Å) of the 3 atoms listed first:
-2.5 0.1 -2.8
-0.4 -1.1 -0.7
0.2 -0.8 -0.5



# 4
Below is a molecular structure, C60H66MnN10O7PS2 in a non-equilibrium geometry, with properties calculated with ωB97M-V with the def2-TZVPD basis set.

Gap between HOMO and LUMO (alpha / beta): 5.6 / 5.5 eV
Multiplicity: 6
Expectation value of S²: 8.75
Relative energy (zero: lowest compared OMol25 entry of this formula, charge and spin): 0.00 kJ/mol
HOMO energy (alpha / beta): -8.61 / -8.61 eV
Charge: +1

Geometry (Å):
Mn1 0.269 0.226 -0.207
O1 -2.678 0.819 3.311
S1 -1.255 0.988 2.778
O2 -0.881 2.350 2.926
O3 -1.230 0.430 1.425
C1 -0.274 0.009 3.894
C2 -0.516 0.401 5.218
C3 0.155 -0.208 6.256
C4 1.066 -1.214 5.972
C5 1.308 -1.590 4.663
C6 0.669 -0.990 3.576
P1 1.176 -1.490 1.859
C7 1.128 -3.334 1.913
C8 1.820 -4.001 0.901
C9 1.821 -5.390 0.837
C10 1.134 -6.129 1.790
C11 0.448 -5.472 2.803
C12 0.437 -4.083 2.859
C13 3.033 -1.372 1.895
C14 3.663 -0.489 1.018
C15 5.047 -0.421 0.910
C16 5.836 -1.235 1.704
C17 5.231 -2.142 2.567
C18 3.850 -2.227 2.646
H1 -1.227 1.194 5.414
H2 -0.034 0.094 7.278
H3 1.604 -1.707 6.772
H4 2.025 -2.376 4.485
H5 2.393 -3.435 0.177
H6 2.373 -5.891 0.050
H7 1.144 -7.211 1.753
H8 -0.083 -6.044 3.556
H9 -0.115 -3.586 3.648
H10 3.062 0.135 0.380
H11 5.506 0.246 0.190
H12 6.915 -1.189 1.627
H13 5.840 -2.815 3.159
H14 3.420 -3.016 3.249
C19 6.104 3.511 1.410
C20 4.923 4.498 1.405
C21 4.844 5.217 2.762
C22 5.151 5.541 0.311
C23 3.652 3.696 1.179
C24 3.179 2.822 2.154
C25 2.094 2.021 1.880
N1 1.428 2.045 0.720
C26 1.806 2.953 -0.184
C27 2.917 3.759 -0.001
C28 0.928 3.061 -1.386
C29 1.021 4.118 -2.268
C30 0.144 4.235 -3.346
C31 -0.833 3.253 -3.453
C32 -0.856 2.213 -2.542
N2 0.009 2.094 -1.532
C33 0.301 5.380 -4.336
C34 -0.803 5.375 -5.396
C35 0.254 6.719 -3.581
C36 1.662 5.225 -5.036
H15 7.030 4.044 1.633
H16 6.216 3.030 0.434
H17 5.969 2.728 2.161
H18 5.709 5.872 2.878
H19 4.846 4.517 3.600
H20 3.941 5.830 2.829
H21 6.076 6.079 0.519
H22 4.339 6.274 0.282
H23 5.258 5.086 -0.677
H24 3.668 2.731 3.115
H25 1.752 1.314 2.624
H26 3.221 4.435 -0.787
H27 1.777 4.875 -2.114
H28 -1.577 3.277 -4.237
H29 -1.602 1.435 -2.637
H30 -1.792 5.506 -4.947
H31 -0.800 4.451 -5.980
H32 -0.639 6.201 -6.088
H33 -0.680 6.819 -3.022
H34 0.314 7.542 -4.294
H35 1.084 6.825 -2.880
H36 1.716 4.276 -5.576
H37 2.490 5.259 -4.325
H38 1.800 6.035 -5.755
O4 8.339 -0.506 -2.100
S2 8.753 -1.628 -2.921
O5 8.962 -2.866 -2.184
O6 9.746 -1.322 -3.923
C37 7.253 -2.090 -3.847
N3 7.364 -2.930 -4.897
C38 6.236 -3.387 -5.423
C39 4.978 -3.043 -4.936
C40 4.983 -2.166 -3.875
N4 6.089 -1.679 -3.334
C41 3.774 -1.666 -3.186
C42 3.732 -0.322 -2.837
C43 2.696 0.129 -2.065
N5 1.733 -0.675 -1.587
C44 1.754 -1.962 -1.953
C45 2.739 -2.493 -2.762
H39 6.341 -4.062 -6.268
H40 4.061 -3.420 -5.372
H41 4.543 0.334 -3.129
H42 2.650 1.169 -1.765
H43 0.981 -2.598 -1.529
H44 2.742 -3.549 -3.000
N6 -3.997 -1.405 2.980
C46 -3.222 -2.651 3.218
C47 -2.806 -3.288 1.910
N7 -1.733 -2.506 1.304
H45 -4.562 -1.504 2.144
H46 -4.646 -1.249 3.746
H47 -3.201 -0.079 3.080
H48 -3.796 -3.367 3.804
H49 -2.327 -2.387 3.787
H50 -3.689 -3.388 1.264
H51 -2.442 -4.294 2.113
H52 -2.009 -1.539 1.207
H53 -1.498 -2.852 0.382
C48 3.473 -7.381 -5.119
C49 2.339 -6.395 -4.995
C50 1.640 -6.256 -3.797
C51 0.616 -5.335 -3.669
C52 0.261 -4.519 -4.740
N8 -0.785 -3.582 -4.508
C53 -1.378 -2.744 -5.405
O7 -1.140 -2.664 -6.585
N9 -2.399 -1.947 -4.837
C54 -2.501 -1.390 -3.572
C55 -3.732 -0.892 -3.138
C56 -3.828 -0.317 -1.890
C57 -2.702 -0.241 -1.089
N10 -1.510 -0.698 -1.496
C58 -1.415 -1.254 -2.709
C59 0.931 -4.650 -5.949
C60 1.955 -5.587 -6.057
H54 4.300 -7.103 -4.462
H55 3.851 -7.420 -6.139
H56 3.152 -8.385 -4.835
H57 1.902 -6.882 -2.950
H58 0.079 -5.252 -2.725
H59 -1.232 -3.669 -3.611
H60 -3.041 -1.608 -5.535
H61 -4.599 -0.970 -3.785
H62 -4.772 0.076 -1.534
H63 -2.743 0.229 -0.119
H64 -0.431 -1.579 -3.018
H65 0.654 -4.041 -6.794
H66 2.466 -5.686 -7.008

Cartesian forces (eV/Å) of the 3 atoms listed first:
-0.1 0.3 0.1
-0.2 0.0 0.0
-0.1 0.0 0.0



# 5
Below is a gas-phase ion, C5H12NS (charge -1) in a non-equilibrium geometry, with properties calculated with ωB97M-V with the def2-TZVPD basis set.

Gap between HOMO and LUMO: 6.0 eV
Relative energy (zero: lowest compared OMol25 entry of this formula, charge and spin): 168.24 kJ/mol
HOMO energy: -2.37 eV
Charge: -1

Geometry (Å):
C1 0.629 0.087 -0.972
C2 1.919 -0.659 -0.466
S1 1.606 -1.991 0.718
C3 0.057 0.726 0.250
N1 -0.795 1.948 0.281
C4 -2.057 1.646 -0.403
C5 -2.626 0.166 -0.112
H1 -0.006 -0.681 -1.265
H2 0.970 0.889 -1.685
H3 2.511 0.216 0.020
H4 2.291 -1.005 -1.376
H5 1.012 1.036 0.762
H6 -0.497 -0.043 0.852
H7 -0.969 1.967 1.325
H8 -2.859 2.387 -0.078
H9 -1.926 1.913 -1.440
H10 -1.925 -0.590 -0.537
H11 -2.796 0.105 1.024
H12 -3.477 0.234 -0.823

Cartesian forces (eV/Å) of the 3 atoms listed first:
1.7 1.6 1.1
-1.1 2.2 1.5
0.1 -0.1 -0.1



# 6
Below is a molecular structure, C26H24Cl3HgN2OPSe2Te2, with properties calculated with ωB97M-V with the def2-TZVPD basis set.

Gap between HOMO and LUMO (alpha / beta): 6.7 / 6.7 eV
Multiplicity: 2
Expectation value of S²: 0.76
Relative energy (zero: lowest compared OMol25 entry of this formula, charge and spin): 0.00 kJ/mol
HOMO energy (alpha / beta): -4.56 / -4.70 eV
Charge: -1

Geometry (Å):
Hg1 -0.129 0.671 -0.998
C1 2.493 2.339 1.339
C2 2.152 1.571 2.609
C3 2.917 0.251 2.696
C4 0.637 1.373 2.779
C5 0.227 1.182 4.249
O1 -0.613 0.016 4.247
C6 -0.559 -0.477 2.973
N1 0.101 0.172 2.113
C7 -1.305 -1.751 2.815
C8 -1.666 -2.407 3.998
C9 -2.357 -3.602 3.977
C10 -2.711 -4.169 2.761
C11 -2.363 -3.524 1.590
C12 -1.660 -2.318 1.587
P1 -1.332 -1.592 -0.084
C13 -3.028 -1.570 -0.757
C14 -3.616 -2.589 -1.501
C15 -4.925 -2.464 -1.942
C16 -5.659 -1.325 -1.640
C17 -5.077 -0.304 -0.903
C18 -3.765 -0.422 -0.471
C19 -0.453 -2.972 -0.886
C20 0.446 -3.738 -0.141
C21 1.264 -4.668 -0.763
C22 1.197 -4.846 -2.137
C23 0.317 -4.080 -2.887
C24 -0.497 -3.141 -2.270
H1 3.562 2.546 1.291
H2 1.941 3.280 1.288
H3 2.245 1.761 0.450
H4 2.452 2.197 3.461
H5 2.536 -0.455 1.957
H6 2.824 -0.211 3.683
H7 3.975 0.409 2.484
H8 0.127 2.237 2.343
H9 -0.344 2.017 4.652
H10 1.087 0.985 4.893
H11 -1.389 -1.961 4.942
H12 -2.620 -4.087 4.908
H13 -3.256 -5.103 2.723
H14 -2.642 -3.968 0.642
H15 -3.057 -3.484 -1.741
H16 -5.372 -3.260 -2.526
H17 -6.677 -1.226 -1.996
H18 -5.631 0.600 -0.687
H19 -3.301 0.398 0.067
H20 0.521 -3.595 0.930
H21 1.965 -5.244 -0.172
H22 1.842 -5.567 -2.623
H23 0.276 -4.192 -3.962
H24 -1.140 -2.511 -2.872
Se1 -0.664 0.305 -3.514
Te1 -2.706 1.760 -3.593
Te2 -1.719 3.867 -2.211
Se2 -1.290 2.735 -0.015
Cl1 5.839 0.088 0.163
C25 4.237 -1.502 -0.915
Cl2 4.991 -1.767 -2.442
Cl3 4.264 -2.833 0.192
C26 3.024 -0.807 -0.955
N2 2.022 -0.234 -0.990

Cartesian forces (eV/Å) of the 3 atoms listed first:
-0.3 0.2 0.0
0.0 0.0 -0.1
0.0 -0.1 0.0



# 7
Below is a molecular structure, C24H22Br2DyN5OS in a non-equilibrium geometry, with properties calculated with ωB97M-V with the def2-TZVPD basis set.

Gap between HOMO and LUMO (alpha / beta): 6.1 / 4.4 eV
Multiplicity: 6
Expectation value of S²: 9.80
Relative energy (zero: lowest compared OMol25 entry of this formula, charge and spin): 122.13 kJ/mol
HOMO energy (alpha / beta): -6.30 / -4.61 eV

Geometry (Å):
Dy1 0.412 0.499 0.127
N1 4.510 0.488 1.899
C1 5.077 0.512 0.633
C2 6.390 0.524 0.216
C3 6.628 0.547 -1.161
C4 5.571 0.557 -2.063
C5 4.247 0.543 -1.625
C6 3.996 0.518 -0.262
N2 2.792 0.510 0.424
C7 3.130 0.490 1.762
C8 2.259 0.461 2.849
C9 2.549 0.510 4.231
S1 1.080 0.486 5.133
C10 0.187 0.406 3.690
N3 0.876 0.389 2.595
H1 5.004 0.487 2.771
H2 7.210 0.519 0.923
H3 7.647 0.560 -1.525
H4 5.776 0.580 -3.125
H5 3.431 0.558 -2.338
H6 3.503 0.586 4.723
H7 -0.895 0.382 3.689
C11 0.091 -3.569 0.520
C12 -1.176 -2.779 0.400
C13 -2.419 -3.310 0.750
C14 -3.533 -2.502 0.697
C15 -3.436 -1.166 0.298
C16 -4.555 -0.226 0.397
Br1 -6.285 -0.973 0.198
C17 -4.454 1.077 0.692
C18 -3.253 1.860 0.876
Br2 -3.426 3.293 2.084
C19 -2.039 1.641 0.300
O1 -0.935 2.239 0.553
C20 -2.177 -0.751 -0.134
N4 -1.085 -1.532 -0.045
H8 -0.110 -4.627 0.679
H9 0.680 -3.205 1.366
H10 0.704 -3.459 -0.375
H11 -2.494 -4.338 1.077
H12 -4.498 -2.898 0.986
H13 -5.384 1.605 0.871
C21 -1.556 -0.300 -2.954
C22 -2.203 0.817 -2.146
C23 -3.696 0.870 -2.464
C24 -1.574 2.158 -2.500
N5 -1.929 0.548 -0.689
H14 -1.667 -0.083 -4.017
H15 -2.023 -1.267 -2.759
H16 -0.487 -0.395 -2.744
H17 -3.822 1.043 -3.535
H18 -4.186 1.681 -1.926
H19 -4.201 -0.063 -2.214
H20 -1.686 2.322 -3.572
H21 -0.509 2.198 -2.264
H22 -2.059 2.980 -1.972

Cartesian forces (eV/Å) of the 3 atoms listed first:
1.4 -0.1 -0.5
0.0 0.1 -0.1
0.0 0.0 0.3



# 8
Below is a molecular structure, C16H34N2O6P2Ti in a non-equilibrium geometry, with properties calculated with ωB97M-V with the def2-TZVPD basis set.

Gap between HOMO and LUMO (alpha / beta): 5.5 / 8.5 eV
Multiplicity: 3
Expectation value of S²: 2.01
Relative energy (zero: lowest compared OMol25 entry of this formula, charge and spin): 165.54 kJ/mol
HOMO energy (alpha / beta): -5.27 / -8.32 eV

Geometry (Å):
Ti1 -0.296 -0.162 0.364
O1 -2.088 2.244 -0.048
C1 -2.851 2.040 1.111
C2 -2.057 1.417 2.268
N1 -1.545 0.074 1.999
C3 -2.590 -0.886 1.657
C4 -2.934 -0.811 0.147
O2 -4.031 -1.172 -0.242
O3 -1.980 -0.383 -0.593
C5 -0.769 -0.412 3.134
C6 0.214 -1.467 2.551
O4 0.206 -2.608 2.991
O5 0.951 -1.023 1.619
H1 -1.989 1.376 -0.498
H2 -3.175 3.031 1.445
H3 -3.742 1.436 0.888
H4 -1.188 2.060 2.463
H5 -2.698 1.403 3.165
H6 -2.196 -1.896 1.832
H7 -3.504 -0.756 2.257
H8 -0.177 0.406 3.558
H9 -1.403 -0.843 3.925
C7 2.256 0.518 -2.567
P1 0.708 -0.268 -1.926
C8 -0.466 0.391 -3.186
C9 0.909 -1.998 -2.549
C10 -0.235 -2.863 -2.040
P2 -0.332 -2.766 -0.180
C11 1.152 -3.759 0.242
C12 -1.626 -4.055 0.086
H10 2.416 0.248 -3.610
H11 3.109 0.200 -1.971
H12 2.154 1.599 -2.484
H13 -0.116 0.164 -4.195
H14 -0.547 1.471 -3.059
H15 -1.446 -0.053 -3.019
H16 1.861 -2.380 -2.164
H17 0.954 -2.003 -3.643
H18 -0.104 -3.903 -2.359
H19 -1.190 -2.505 -2.432
H20 1.155 -4.707 -0.299
H21 1.119 -3.935 1.316
H22 2.053 -3.186 0.023
H23 -1.406 -4.953 -0.487
H24 -2.603 -3.666 -0.199
H25 -1.635 -4.305 1.147
C13 3.124 3.948 0.191
N2 1.895 3.228 -0.043
C14 0.864 3.931 -0.770
C15 1.626 2.003 0.523
C16 2.712 1.234 1.216
O6 0.482 1.484 0.407
H26 3.053 4.918 -0.297
H27 3.986 3.421 -0.228
H28 3.292 4.118 1.260
H29 1.207 4.157 -1.785
H30 0.614 4.874 -0.277
H31 -0.033 3.312 -0.818
H32 3.647 1.772 1.306
H33 2.869 0.295 0.673
H34 2.365 0.949 2.211

Cartesian forces (eV/Å) of the 3 atoms listed first:
0.9 -2.5 -2.2
0.1 -0.1 -0.5
-0.1 -0.1 0.4



# 9
Below is C5H8O in the gas phase in a non-equilibrium geometry, with properties calculated with ωB97M-V with the def2-TZVPD basis set.

Gap between HOMO and LUMO: 10.6 eV
Relative energy (zero: lowest compared OMol25 entry of this formula, charge and spin): 376.14 kJ/mol
HOMO energy: -9.46 eV

Geometry (Å):
C1 0.381 1.276 1.422
O1 -0.651 0.395 1.969
C2 -0.078 0.081 0.752
C3 0.332 -1.236 0.190
C4 0.208 -0.651 -1.226
C5 -0.737 0.474 -0.818
H1 1.231 1.398 2.111
H2 -0.048 1.862 0.592
H3 -0.482 -1.936 0.403
H4 1.287 -1.673 0.478
H5 -0.151 -1.345 -1.977
H6 1.172 -0.241 -1.550
H7 -1.799 0.216 -0.836
H8 -0.666 1.378 -1.511

Cartesian forces (eV/Å) of the 3 atoms listed first:
0.3 -0.5 -0.1
-0.4 0.5 -0.7
-0.9 0.5 -2.0



Asked for E across the records above, the calculation gives -15497.5128 -9674.6456 -31189.9350 -154802.9022 -17704.0470 -228692.6276 -209747.7895 -74104.3638 -7358.3569 eV in order.